Density functional theory data (the ωB97M-V functional and the def2-TZVPD basis) for the molecule C2H5OP.

```
9
C2H5OP (the ωB97M-V functional and the def2-TZVPD basis)
P 2.512 0.204 0.258
O -0.037 -0.549 0.744
C 0.757 0.236 0.016
C -1.343 -0.455 0.195
H 2.973 1.243 -0.528
H 0.251 0.665 -0.805
H -1.545 -1.303 -0.331
H -2.143 -0.432 0.925
H -1.424 0.391 -0.474
```

Computed properties:
- SMILES string: [H]/P=C/OC
- HOMO: -8.276 eV
- Frontier orbital gap: 8.802 eV
- Relative energy (zero: lowest compared OMol25 entry of this formula, charge and spin): 2.150 eV
- Net charge: 0
- LUMO level: 0.019 Eh
- Multiplicity: 1